No. 1
A cluster of 3 separate species, C13H30ClNO9P2 in total at a distorted geometry, computed with ωB97M-V/def2-TZVPD.

The LUMO energy comes out at -2.73 eV. The SMILES is CC[C@@H](Cl)[C@@H]1CCC(=O)N1.COP(=O)(OC)OC.COP(=O)(OC)OC. The total charge is 0. The calculation puts the total energy at -64982.3771 eV. The strongest force on any atom is 9.143 eV/A. For the energy above the lowest of the compared OMol25 structures with the same formula, charge and spin, the calculation gives 0.00 kJ/mol. For the HOMO-LUMO gap, the calculation gives 6.928 eV.

Last column: natural (NBO) charge in e.
Element x y z (Å)
C 0.15 -1.86 -3.20  -0.272
C -0.64 -0.26 0.70  -0.222
H -0.72 -1.24 0.22  0.185
P 1.69 -3.78 -2.19  2.419
O 2.42 -4.03 -3.49  -1.068
H -2.60 -2.05 -2.06  0.195
O 0.23 -3.26 -2.87  -0.708
N 1.67 2.89 1.60  -0.648
H 3.19 1.64 3.98  0.226
O -1.78 0.40 -1.58  -1.042
H 3.06 4.33 2.72  0.209
C -1.24 4.28 1.08  -0.608
H 0.31 -1.25 -2.31  0.190
H 4.37 -5.18 -0.40  0.187
H 0.65 5.37 2.80  0.224
C -1.14 4.17 2.62  -0.420
H 0.97 2.43 1.02  0.394
O 0.98 -5.10 -1.59  -0.824
C 3.87 -4.97 -1.35  -0.225
H -0.29 -0.39 1.72  0.189
H -0.84 -1.65 -3.59  0.201
O -4.07 0.21 -1.82  -0.681
H 1.04 2.28 3.44  0.194
C 2.67 3.67 3.52  -0.402
C 3.42 2.35 3.17  -0.523
H -5.03 2.02 -1.41  0.176
H -2.97 -3.25 -0.80  0.196
H 0.89 -1.61 -3.96  0.196
H -1.50 3.19 2.97  0.213
C 0.23 -5.96 -2.44  -0.252
H 2.72 4.04 4.55  0.237
H -1.80 4.93 3.07  0.219
H -3.75 2.09 -2.66  0.197
H -5.31 1.33 -3.02  0.202
C 1.26 3.26 2.97  -0.081
O -3.20 -1.31 -0.20  -0.808
H -2.25 3.94 0.81  0.211
C 2.76 2.00 1.81  0.695
O -1.89 0.41 0.76  -0.787
H 4.52 2.41 3.20  0.240
H 0.65 -5.97 -3.45  0.200
P -2.91 0.24 -0.58  2.349
H 0.27 -6.96 -2.03  0.187
C -4.56 1.49 -2.25  -0.273
C -3.27 -2.29 -1.23  -0.251
Cl 0.10 4.66 4.98  -0.086
C 0.28 4.41 3.18  -0.151
O 3.11 1.10 1.12  -0.560
H -0.54 3.63 0.55  0.204
H 3.38 -5.87 -1.70  0.186
H 4.62 -4.65 -2.07  0.195
H 0.08 0.36 0.16  0.189
H -1.10 5.30 0.70  0.212
H -4.30 -2.38 -1.59  0.187
H -0.81 -5.64 -2.48  0.178
O 2.95 -3.92 -1.11  -0.787


No. 2
A structure of composition C13H30LiN2O7 at a distorted geometry, computed with ωB97M-V/def2-TZVPD.

The LUMO energy comes out at 2.25 eV. The total charge is -1. The calculation puts the total energy at -31483.9154 eV. The strongest force on any atom is 6.495 eV/A. For the energy above the lowest of the compared OMol25 structures with the same formula, charge and spin, the calculation gives 201.65 kJ/mol. For the HOMO-LUMO gap, the calculation gives 3.694 eV.

Last column: natural (NBO) charge in e.
Element x y z (Å)
H 4.28 -6.36 5.21  0.183
H 3.89 -6.18 3.47  0.163
C -2.24 -5.89 6.05  -0.280
C -3.08 -1.19 3.20  -0.266
H -1.60 -6.87 7.81  0.168
H -2.16 -0.71 3.52  0.203
C 3.48 -6.23 4.48  -0.246
O 2.80 -4.99 4.68  -0.542
C 1.50 -4.94 4.10  -0.074
H -0.17 -8.89 7.88  0.168
H -4.30 -5.99 7.80  0.161
C -2.41 -3.42 2.58  -0.057
H -1.41 -9.87 6.95  0.162
H -1.24 -5.46 5.98  0.236
H 1.17 -3.29 5.46  0.216
H 0.87 -5.78 4.38  0.172
C -2.98 -0.88 6.65  0.908
C -4.29 -5.15 7.11  -0.258
H -6.82 -4.56 3.89  0.162
C -5.73 -4.54 3.81  -0.244
O -3.17 -2.54 3.48  -0.565
H -2.95 -7.76 6.87  0.162
H 1.47 -4.99 3.01  0.145
H -4.75 -4.32 7.65  0.245
Li -3.35 -3.13 5.65  0.852
H -0.64 -2.27 2.36  0.171
H -2.65 -3.26 1.53  0.163
H -0.90 -2.64 4.75  0.446
H 1.38 -2.67 3.87  0.170
N -0.51 -3.38 4.18  -0.682
H -5.51 -3.82 3.03  0.213
H -0.44 -3.99 2.13  0.180
C -2.03 -7.17 6.85  -0.081
C -0.61 -9.13 6.91  -0.248
N -2.90 -4.85 6.83  -0.634
O -0.99 -7.95 6.22  -0.552
H -2.79 -4.40 2.87  0.175
C 0.94 -3.51 4.42  -0.229
C -5.11 -5.51 5.87  -0.071
H -3.85 -0.67 3.76  0.228
H -4.80 -6.39 5.31  0.163
O -4.07 -1.42 6.65  -0.922
H -5.47 -5.53 3.43  0.152
H 2.85 -7.12 4.59  0.165
H -2.46 -5.96 4.99  0.213
O -1.99 -1.42 6.11  -0.984
C -0.91 -3.25 2.76  -0.251
O -2.79 0.34 6.85  -0.886
H -2.40 -4.74 7.70  0.380
H -6.17 -5.70 6.05  0.177
H -3.21 -0.96 2.14  0.134
O -5.14 -4.35 5.07  -0.549
H 0.12 -9.66 6.31  0.186


No. 3
A structure of composition C13H30N4NiO7 at a distorted geometry, computed with ωB97M-V/def2-TZVPD.

The LUMO energy (alpha / beta) comes out at -1.11 / -1.81 eV. Its expectation value of S² is 2.1247. The total charge is 0. The calculation puts the total energy at -75293.5070 eV. The strongest force on any atom is 3.391 eV/A. For the energy above the lowest of the compared OMol25 structures with the same formula, charge and spin, the calculation gives 204.44 kJ/mol. For the HOMO-LUMO gap (alpha / beta), the calculation gives 6.520 / 5.370 eV. As for the spin multiplicity: 3.

Last column: Löwdin spin population.
Element x y z (Å)
Ni -0.85 0.14 -0.83  0.328
H -2.11 -4.08 -1.20  -0.004
O -2.21 -1.99 0.64  0.246
O 1.86 -0.31 -1.51  0.346
H 0.86 4.42 -0.62  0.000
C -0.63 -2.60 -0.83  -0.060
H -0.62 4.95 0.21  0.001
H 0.70 -2.75 2.19  0.000
H -1.65 3.78 2.39  0.000
H 2.42 0.81 0.74  0.001
H -0.41 -4.64 -1.29  0.000
C 2.15 0.45 1.75  0.002
H 1.76 -2.69 -3.09  0.001
H 1.14 -0.19 -4.37  0.000
O 1.17 2.15 -1.39  -0.012
O -2.63 0.38 1.43  0.012
H -2.88 2.48 2.47  0.000
H -0.81 -0.77 2.57  0.000
H -2.34 1.36 -2.53  0.024
N 0.04 1.84 -0.75  -0.011
C 0.85 -2.08 3.04  0.000
H -1.17 -4.27 0.31  -0.004
O 1.52 0.73 -4.28  0.009
C -0.45 2.80 0.06  0.036
C 1.58 -2.99 -2.05  0.006
H 1.56 1.21 -1.54  -0.002
H 0.45 -0.03 3.61  0.000
C -1.10 -3.99 -0.75  -0.014
H 2.52 -2.96 -1.48  0.004
H 0.72 1.24 -4.07  0.000
H -1.46 -0.15 -3.11  0.026
H 2.81 -0.39 2.04  0.000
H -3.03 3.81 1.30  0.002
H -0.72 -1.87 -4.52  0.001
N -1.83 1.02 0.57  0.061
H 1.92 -2.02 3.30  0.000
N 0.71 -0.79 -1.35  0.182
O -0.04 -1.44 -3.98  0.100
C 0.16 4.17 0.19  0.006
C 0.27 -0.71 2.77  0.000
H 0.29 -2.52 3.88  0.000
C -2.07 0.31 -2.31  0.368
C 2.23 1.58 2.75  0.000
H 3.22 2.04 2.66  0.000
C -1.57 2.31 0.82  0.019
C -2.32 3.14 1.81  0.003
H 2.10 1.23 3.78  0.000
H 1.49 2.37 2.54  0.000
C 0.53 -2.15 -1.45  0.085
H 1.19 -4.00 -2.04  0.000
O 0.83 -0.09 1.60  0.011
H 0.71 4.25 1.15  0.002
N -1.35 -1.60 -0.22  0.205
H -2.98 -0.29 -2.08  0.022
H -2.55 -0.62 1.11  -0.001


- Which formula does entry 2 have?
  C13H30LiN2O7